{"formula": "C7H11Cl", "method": "wB97M-V/def2-TZVPD", "relative_energy_kcal_mol": 22.3, "total_energy_ha": -733.46006, "lumo_ev": 1.0, "spin_multiplicity": 1, "smiles": "C=C/C(=C\\CC)CCl", "largest_force_ev_per_a": 2.497, "total_charge": 0, "homo_energy_ev": -9.53, "elements": ["C", "C", "C", "C", "C", "C", "C", "H", "H", "H", "H", "H", "H", "H", "H", "H", "H", "H", "Cl"], "coordinates": [[-1.484853, -2.121304, 1.177294], [-0.279863, -1.524354, 0.454868], [-0.079713, -0.118932, 0.815891], [0.335080, 0.825868, 0.009947], [0.516490, 2.200360, 0.533656], [0.333142, 0.794201, -1.487184], [1.417396, 0.397912, -2.200200], [-2.360278, -1.538861, 1.007480], [-1.620577, -3.149374, 0.910793], [-1.329540, -2.154374, 2.306200], [-0.425584, -1.614038, -0.631648], [0.657627, -2.088191, 0.539643], [-0.266195, 0.165201, 1.808996], [1.500321, 2.564796, 0.234900], [0.516589, 2.265706, 1.607384], [-0.509235, 1.261152, -1.986801], [2.272652, -0.000145, -1.710047], [1.466125, 0.425156, -3.282355], [-0.659583, 3.409223, -0.108816]], "atomic_forces_ev_per_a": [[1.488, -0.364, 1.972], [-0.363, -0.847, -1.021], [0.529, -0.601, -0.467], [-1.143, 1.455, -1.452], [1.004, 0.664, -0.041], [2.255, -0.693, -0.678], [-1.929, 0.464, 0.429], [-0.746, 0.317, -0.302], [-0.363, -0.547, -0.393], [-0.069, 0.250, -1.270], [-0.269, 0.254, 0.106], [-0.195, -0.103, 0.729], [-0.047, 0.163, 1.491], [-0.081, 0.142, -0.193], [-0.414, -0.114, 0.440], [-0.053, -0.146, 0.064], [0.596, -0.265, 0.429], [-0.193, 0.123, 0.038], [-0.007, -0.153, 0.116]]}